Computed, not measured: C46H58As2FIrN5O3Se as an isolated structure in a non-equilibrium geometry, with wB97M-V/def2-TZVPD.

Structure (XYZ):
```
117
Properties=species:S:1:pos:R:3:forces:R:3
Ir -1.36696 -1.43247 0.08790 -3.0248 0.1638 -1.8138
F 3.42109 2.35746 0.34670 -0.1687 -0.0569 -0.5046
C 2.85824 2.00565 -0.84543 -0.1671 -0.6182 0.8117
C 2.08465 0.86550 -0.85785 0.1458 0.3346 -0.2822
C 1.40244 0.46615 -2.01284 0.7330 0.2748 -0.0869
C 0.49549 -0.65934 -1.99613 -0.3842 -0.6288 0.0434
O 0.47582 -1.49146 -1.03060 0.3397 0.7720 -0.4327
C -0.38679 -0.73198 -3.13184 -0.2370 -0.2289 0.7032
C -0.11035 -0.02819 -4.25418 0.8412 0.5412 0.2240
N 0.94352 0.85037 -4.34251 -0.7994 -0.7079 0.1309
C 1.21398 1.47942 -5.59648 -0.0488 0.4796 -0.4962
C 2.57002 1.30845 -6.21981 0.0717 -0.0249 0.0283
C 1.38170 0.61365 -6.80779 0.0267 -0.0494 -0.0296
C 1.60472 1.21788 -3.19284 -0.0428 -0.2608 0.4340
C 2.45555 2.31820 -3.17140 0.3776 0.3886 0.5066
C 3.06760 2.76912 -1.98924 -0.2506 -0.0746 -1.1042
N 3.88883 3.92359 -2.05897 -0.2684 -0.3622 0.1349
C 4.63015 4.35669 -0.88871 0.1596 -0.0729 0.3258
C 5.60027 5.46507 -1.33358 -0.1777 0.0522 0.7284
N 5.87134 5.24019 -2.77583 0.4334 -0.1174 -0.1823
C 4.67357 5.60671 -3.58233 -0.7522 0.0621 -0.3506
C 3.44102 5.06780 -2.82720 -0.0106 0.1604 -0.1809
C -1.69293 -1.50365 -3.07802 0.2744 -0.2221 -0.1963
O -2.14047 -2.00316 -4.09415 0.0638 0.1729 -0.2234
O -2.29241 -1.50246 -1.94464 0.2225 -0.2521 1.4755
H 1.97284 0.29456 0.04590 -0.0757 -0.1009 0.2722
H -0.73362 -0.12314 -5.12835 0.0043 -0.1152 -0.1687
H 0.70791 2.43343 -5.72715 0.0797 -0.0605 -0.0272
H 3.29120 0.70965 -5.68449 -0.0185 -0.1222 0.0783
H 3.00357 2.14273 -6.75054 -0.0742 0.1008 -0.0493
H 1.31206 -0.45492 -6.67504 0.0086 -0.0780 0.0884
H 0.98647 0.96373 -7.74830 -0.0620 0.1083 0.0074
H 2.63709 2.84555 -4.09326 0.0186 0.0327 -0.0608
H 5.19074 3.50639 -0.50086 -0.0130 0.1138 0.0388
H 3.98671 4.73485 -0.08337 0.1143 -0.0027 -0.0827
H 6.52526 5.42704 -0.75863 -0.0111 0.0030 -0.1703
H 5.16293 6.45696 -1.21755 0.1023 -0.0191 -0.1468
H 6.00161 4.22415 -2.88582 0.1325 0.2857 -0.1110
H 6.70506 5.73793 -3.09870 -0.1112 -0.1586 0.0412
H 4.76703 5.14483 -4.56684 0.1247 0.0256 0.1174
H 4.62898 6.68946 -3.70015 0.1647 -0.0507 0.0605
H 2.66465 4.78308 -3.53400 0.0986 0.1127 0.0623
H 3.02137 5.84904 -2.17762 -0.0059 -0.1091 -0.0224
C -4.13438 0.85654 -0.30222 0.2456 -0.0835 -0.1919
As -3.54711 -0.60346 0.86748 0.0899 0.0580 0.2932
C -3.99362 0.23850 2.58454 0.5294 -0.1034 -0.0029
C -4.95810 -1.87814 0.50937 0.1775 -0.1093 -0.0879
C -6.28097 -1.51789 0.72862 0.1513 0.2869 0.0769
C -7.30703 -2.41050 0.47394 -0.0361 -0.0697 -0.0465
C -7.00947 -3.66257 -0.03441 -0.0269 0.0308 0.0241
C -5.69006 -4.02187 -0.26288 0.2563 -0.2268 -0.0891
C -4.65146 -3.14479 0.02545 0.0206 0.2472 -0.0215
As -2.79614 -3.71356 -0.18386 -0.2140 0.6757 0.5102
C -2.82486 -4.54905 -1.95245 0.4432 0.3569 -0.1582
C -2.73469 -5.38367 0.87727 0.7169 0.4148 0.0603
H -5.19950 1.05868 -0.17464 0.0905 -0.1131 0.1228
H -3.95178 0.57236 -1.33671 0.0004 -0.0531 -0.0446
H -3.56841 1.75944 -0.07449 0.0289 -0.0175 0.0689
H -5.05287 0.10859 2.80867 0.0593 -0.1441 -0.1752
H -3.76232 1.30398 2.53251 0.0158 -0.0786 -0.1633
H -3.41255 -0.21042 3.38596 -0.0088 -0.1135 -0.0676
H -6.51550 -0.52942 1.11374 -0.0069 -0.1020 -0.0141
H -8.33305 -2.13188 0.67408 0.0156 0.0110 -0.0054
H -7.80551 -4.36382 -0.24037 0.0070 -0.0536 -0.0292
H -5.47383 -5.00577 -0.66611 -0.0335 0.0120 0.0553
H -3.57380 -5.34312 -1.99227 0.0570 0.1040 0.2810
H -1.84042 -4.98157 -2.14313 -0.0623 -0.0234 0.0337
H -3.03033 -3.81331 -2.72718 -0.0240 0.0482 0.0844
H -3.69643 -5.89329 0.82630 -0.0735 0.2566 -0.1867
H -2.50499 -5.17110 1.91558 -0.0528 0.1396 0.0558
H -1.95668 -6.03013 0.46310 -0.0917 0.1084 -0.0579
C -0.78742 3.35894 -0.94070 -0.0216 -0.0345 0.1432
C -0.42470 2.72302 0.36975 -0.2841 0.0888 0.2410
C 0.15116 3.45817 1.40364 0.0203 0.0218 -0.1579
C 0.53933 2.82603 2.57819 -0.0040 -0.0779 -0.2371
C 1.20065 3.60188 3.67789 0.0110 -0.0237 -0.0465
C 0.37306 1.45841 2.72153 -0.0080 -0.0860 0.0210
C -0.19129 0.66929 1.69871 -0.3562 0.2191 -0.0317
C -0.62358 1.37265 0.54527 0.2760 -0.0800 0.3999
N -0.33132 -0.68222 1.69608 -0.5820 -0.8299 -0.6000
C 0.39800 -1.58414 2.56853 0.3056 -0.1999 0.2405
C 1.90964 -1.28854 2.52447 -0.1505 -0.1493 0.1677
C 2.66365 -2.28317 3.40132 0.3333 0.0815 0.0147
C 2.15238 -2.19652 4.83780 -0.0618 -0.0424 -0.0602
C 0.66681 -2.55528 4.86757 -0.0660 0.0612 0.3799
C 0.47089 -3.97073 4.33487 -0.0390 0.0418 -0.0401
C 0.96712 -4.02525 2.89325 0.0437 -0.1922 -0.0560
C 2.45762 -3.69358 2.85749 -0.1044 0.0305 0.0071
C 0.19142 -3.01664 2.04677 0.1215 -0.1152 0.2124
C -0.12823 -1.56644 4.01632 0.0543 -0.0580 -0.1255
H -1.38774 4.25392 -0.79166 -0.0646 0.0838 -0.0617
H -1.34104 2.65567 -1.55911 -0.0938 0.0226 -0.1301
H 0.11767 3.64309 -1.47745 0.0958 0.0758 -0.1352
H 0.29202 4.52384 1.29508 0.0504 0.1771 -0.0432
H 1.00759 4.66576 3.57763 -0.0067 0.1301 0.0316
H 2.27889 3.44299 3.64186 0.0846 0.0308 0.0627
H 0.84946 3.27361 4.65177 -0.0128 -0.0041 0.1352
H 0.68988 1.01665 3.64997 -0.0036 -0.0953 0.0530
H -1.05924 0.80456 -0.27296 -0.0020 -0.0999 -0.3521
H 2.12212 -0.27249 2.85324 0.0449 0.0420 -0.0130
H 2.24168 -1.38870 1.48945 0.0447 0.0205 -0.1596
H 3.72985 -2.03304 3.38017 -0.0017 -0.0288 -0.0038
H 2.30584 -1.18830 5.23146 0.0183 0.0587 0.0350
H 2.71505 -2.88610 5.47039 0.0357 -0.0175 0.0660
H 0.30145 -2.49850 5.89799 0.0056 -0.0275 -0.0387
H -0.58649 -4.23774 4.38269 -0.0544 -0.0503 0.0153
H 1.03132 -4.68090 4.94594 -0.0157 -0.0795 0.0640
H 0.80089 -5.02756 2.48301 0.0207 0.0332 0.0191
H 2.82305 -3.74631 1.83006 0.0961 -0.0611 -0.0807
H 3.01709 -4.41328 3.45679 0.0709 -0.0800 0.0106
H -0.87598 -3.25400 2.09779 0.0937 0.0923 -0.0272
H 0.53117 -3.07735 1.00767 0.0430 -0.0264 -0.0118
H -0.05722 -0.57234 4.45279 -0.0212 0.0769 0.0412
H -1.18249 -1.84929 3.99372 -0.0537 0.0379 -0.0043
Se -5.23819 -3.43826 4.47570 -0.7940 -0.2052 0.6118
C -3.96841 -3.03327 3.34168 0.2811 0.0348 -0.1201
N -3.12949 -2.75179 2.58222 0.5422 0.0546 -0.3515
```
Positions in Å, forces in eV/Å.

Computed properties:
Highest occupied orbital energy ... -0.2938 Ha
Spin multiplicity ... 1
Frontier orbital gap ... 4.560 eV
Total charge ... +1
Energy relative to the best compared isomer or geometry (same formula, charge and spin) ... 0.00 kcal per mole

Results of the Löwdin charge analysis, in e, for atoms 1 through 2: 0.994, 0.059

---

Computed, not measured: C61H49N6O3P2S4Y as an isolated structure in a non-equilibrium geometry, with wB97M-V/def2-TZVPD.

Structure (XYZ):
```
126
Properties=species:S:1:pos:R:3:forces:R:3
Y -1.51107 -0.56424 -0.14747 -0.8520 -0.7129 -0.3469
C 1.42628 -1.01515 -2.87199 -0.1450 0.0560 0.0243
C 0.21129 -1.83281 -2.55079 0.0291 -0.0516 0.3570
N 0.11467 -2.29279 -1.33441 0.4722 0.5838 0.2215
N -0.55735 -3.46222 -1.21038 -0.0666 -0.7734 -0.8147
C -1.35275 -3.87582 -0.30262 0.0750 0.1452 -0.2875
S -2.12808 -3.09028 0.98939 -0.2895 0.0759 0.1595
S -1.76936 -5.62166 -0.66195 -0.2548 0.0487 0.1505
C -2.32964 -5.43371 -2.39120 0.2900 0.0011 0.3152
C -1.33847 -5.77416 -3.47731 -0.0282 -0.0962 -0.0514
C 0.03479 -5.59246 -3.34103 0.0239 -0.0421 -0.0411
C 0.89273 -5.88115 -4.39081 -0.0014 -0.0073 0.0056
C 0.39990 -6.37526 -5.58974 0.0418 0.0225 -0.0862
C -0.96460 -6.56657 -5.73456 -0.0168 -0.0188 -0.0862
C -1.82238 -6.26477 -4.68772 0.0105 0.0403 0.0501
C -0.79305 -2.10014 -3.57076 -0.2447 -0.3009 -0.0128
C -0.47333 -2.36645 -4.90046 0.0241 0.0044 0.1280
C -1.45511 -2.57344 -5.84792 0.0957 -0.0433 -0.2313
C -2.79428 -2.48489 -5.46394 0.0334 0.0171 0.0268
C -3.14191 -2.17896 -4.16771 -0.0810 -0.0350 0.0433
C -2.16193 -1.97778 -3.16273 0.0649 0.0526 0.0261
O -2.50374 -1.66231 -1.95997 0.3383 0.3842 0.1084
H 2.22974 -1.68348 -3.19837 -0.0058 -0.0334 -0.0155
H 1.77091 -0.51428 -1.97153 0.1463 0.0005 0.0559
H 1.23126 -0.29154 -3.65995 0.0737 -0.0020 -0.0258
H -2.63237 -4.39060 -2.47669 -0.0833 -0.0071 -0.0731
H -3.21473 -6.06152 -2.49931 -0.0329 0.0397 -0.0032
H 0.41823 -5.20082 -2.41210 -0.0180 0.0408 0.0924
H 1.95609 -5.70671 -4.27518 0.0120 -0.0294 0.0269
H 1.07434 -6.60069 -6.40770 -0.0064 0.0002 -0.0052
H -1.36387 -6.94302 -6.66922 -0.0125 -0.0055 0.0031
H -2.89074 -6.40011 -4.81232 -0.0287 -0.0153 -0.0014
H 0.57326 -2.45341 -5.17149 0.0187 0.0323 -0.0640
H -1.19012 -2.80743 -6.87127 0.0079 -0.0330 0.0023
H -3.57436 -2.65678 -6.19817 -0.0109 0.0261 -0.0063
H -4.17993 -2.09003 -3.87255 -0.0066 0.0169 0.0366
C 2.14745 2.37535 -1.57053 -0.0849 -0.4713 0.1432
C 2.76163 2.41437 -0.16549 -0.4850 -0.0873 -0.0802
P 2.53258 0.81982 0.74965 0.6574 0.2630 0.0713
C 3.52633 1.23075 2.25342 -0.0930 -0.0280 0.1168
C 3.91516 2.51523 2.62325 -0.0276 -0.0058 -0.0298
C 4.70099 2.72200 3.74890 0.0143 0.0466 0.0930
C 5.08962 1.65521 4.53978 0.0265 0.0728 0.0087
C 4.69229 0.37139 4.19234 0.0211 -0.1341 0.0486
C 3.92378 0.16099 3.06158 -0.1079 0.1395 -0.0006
C 3.89961 -0.18816 -0.00023 -0.2153 -0.0738 -0.0494
C 3.67946 -1.55812 -0.12628 -0.0082 0.1437 -0.0984
C 4.65851 -2.38355 -0.66118 0.0705 -0.1158 -0.0623
C 5.86730 -1.85056 -1.08127 0.0003 -0.0298 0.0361
C 6.10507 -0.49075 -0.93192 0.0572 0.1198 0.0139
C 5.13369 0.33220 -0.38360 -0.0211 -0.0688 -0.0905
P 0.32051 1.83232 -1.63330 0.7137 0.9959 -0.1988
C -0.30697 3.45530 -1.03962 0.0219 -0.0281 0.2133
C -0.55856 4.55965 -1.84815 0.0472 -0.0590 0.0847
C -0.98803 5.75012 -1.28039 0.0226 0.0649 -0.0679
C -1.16966 5.85501 0.08982 0.0666 0.0454 0.0215
C -0.91908 4.75890 0.90044 0.0052 0.0706 0.0498
C -0.49016 3.56945 0.33682 0.0696 -0.0541 -0.0913
C 0.07033 1.98945 -3.45623 -0.2122 -0.1490 0.0508
C -0.95873 1.23284 -4.01719 0.0595 0.0335 0.0884
C -1.24162 1.29241 -5.37189 -0.0292 -0.0369 -0.0746
C -0.50684 2.13132 -6.19471 -0.0208 0.0101 0.0352
C 0.51884 2.89234 -5.65306 0.0685 0.0179 -0.0814
C 0.81627 2.81099 -4.30060 0.0589 -0.0250 0.0369
H 2.73400 1.68327 -2.18228 -0.0580 0.0374 -0.1676
H 2.20851 3.37877 -1.99693 0.0432 -0.1110 -0.0660
H 2.24178 3.18213 0.41492 0.0325 -0.0087 0.0432
H 3.81884 2.68574 -0.22017 -0.0885 0.1138 0.0089
H 3.62077 3.37703 2.03998 -0.0273 -0.0326 -0.0430
H 5.01010 3.72795 4.00537 -0.0331 0.0222 0.0290
H 5.69275 1.82613 5.42278 0.0087 -0.0319 0.0105
H 4.98645 -0.47009 4.80893 -0.0198 -0.0048 -0.0184
H 3.61678 -0.84007 2.78478 0.0027 -0.0764 0.0593
H 2.72506 -1.96458 0.17589 -0.2022 -0.0860 0.0212
H 4.46776 -3.44462 -0.76516 -0.0194 -0.0009 0.0046
H 6.62635 -2.48833 -1.51870 -0.0143 -0.0121 0.0162
H 7.05385 -0.06486 -1.23788 0.0045 -0.0278 -0.0097
H 5.34771 1.38599 -0.25251 0.0031 -0.0038 -0.0026
H -0.45231 4.48654 -2.92134 -0.0299 0.0187 -0.0299
H -1.20116 6.59831 -1.92067 -0.0334 -0.0121 0.0030
H -1.53102 6.78112 0.51867 -0.0275 -0.0098 0.0078
H -1.08748 4.80932 1.96816 -0.0308 -0.0322 0.0110
H -0.34408 2.70116 0.96459 -0.0158 -0.0312 0.0874
H -1.54808 0.58397 -3.38464 -0.0453 -0.0494 -0.0623
H -2.03074 0.67316 -5.77791 -0.0267 -0.0220 0.0221
H -0.72995 2.19374 -7.25266 -0.0009 -0.0126 -0.0139
H 1.09242 3.55633 -6.28953 0.0341 -0.0181 0.0108
H 1.63632 3.40104 -3.91333 -0.0421 0.0194 -0.0060
S -2.76622 1.57879 -1.37264 -0.3287 -0.1506 0.1989
C -3.72607 2.23832 -0.06871 0.0258 -0.7139 0.2102
C -4.07264 3.60393 -0.21378 -0.2134 0.6349 -0.0779
N -4.34113 4.71257 -0.38968 -0.0179 -0.0557 0.0566
C -4.20290 1.51075 0.98774 0.4151 -0.1198 -0.6310
S -3.89906 -0.17417 1.28041 0.1579 -0.0601 -0.2673
C -5.07332 2.13740 1.91819 -0.4770 0.3744 0.3169
N -5.80789 2.60652 2.67453 0.0805 -0.0312 0.0068
O 0.38288 -1.57056 1.73977 -0.2920 0.2762 -0.0002
C -0.24512 -0.75139 2.41190 1.0353 -0.2132 0.0150
N -0.47400 -0.85463 3.76198 -0.2096 0.0451 0.3896
C -1.20759 0.30712 4.23658 0.0688 0.1419 0.0031
C -1.34732 1.10783 2.89946 -0.0051 -0.1379 -0.0282
O -1.86408 2.20281 2.80191 0.0941 -0.0353 0.1150
N -0.74250 0.40882 1.89959 -0.1277 0.3519 0.0233
C -0.36538 1.09981 5.24237 0.0350 0.0930 -0.1042
C -0.53147 2.47425 5.39088 0.0467 -0.0638 0.0921
C 0.24478 3.17160 6.30339 -0.0381 0.0374 0.0129
C 1.16906 2.50778 7.09451 0.0705 0.0750 0.1003
C 1.31610 1.13587 6.97049 0.0278 -0.0266 0.0283
C 0.55778 0.43804 6.04444 -0.0349 0.0510 -0.0454
C -2.53692 -0.01682 4.91136 -0.0203 -0.0054 -0.0515
C -2.59204 -1.03199 5.86289 -0.0160 0.0236 -0.0623
C -3.77332 -1.29794 6.53578 0.0165 -0.1069 0.0801
C -4.91504 -0.55908 6.26521 -0.0714 0.0351 0.0194
C -4.86592 0.45435 5.32200 0.0425 -0.0304 0.0793
C -3.67902 0.73064 4.66055 -0.0581 0.0127 0.0229
H -0.62294 -1.76975 4.15362 0.0044 -0.0482 -0.1351
H -1.25482 2.98934 4.77590 -0.0173 0.0042 -0.0191
H 0.12453 4.24406 6.39361 -0.0026 0.0185 0.0093
H 1.77461 3.05870 7.80408 0.0050 0.0028 0.0081
H 2.02995 0.60740 7.59041 0.0270 -0.0116 -0.0103
H 0.69072 -0.62870 5.93254 0.0570 -0.0323 -0.0371
H -1.70983 -1.61677 6.09875 0.0287 0.0057 -0.0013
H -3.80223 -2.08349 7.28137 0.0125 -0.0357 -0.0193
H -5.83669 -0.77306 6.79268 -0.0151 -0.0149 -0.0100
H -5.74351 1.04010 5.08278 -0.0161 0.0086 -0.0236
H -3.65620 1.53357 3.94427 0.0479 0.0358 -0.0470
```
Positions in Å, forces in eV/Å.

Computed properties:
Highest occupied orbital energy ... -0.0763 Ha
Spin multiplicity ... 1
Frontier orbital gap ... 5.835 eV
Total charge ... -2
Energy relative to the best compared isomer or geometry (same formula, charge and spin) ... 33.32 kcal per mole

Results of the Löwdin charge analysis, in e, for atoms 1 through 2: 1.089, -0.042

---

no.,DFT total energy (eV)
1,-254809.1449
2,-142105.0986